Below is 9 unconnected molecules or ions with the total composition C26H72N2O18 in a non-equilibrium geometry, with properties calculated with wB97M-V/def2-TZVPD.

Atoms and positions in Å:
C (-0.774, 4.195, -0.914)
O (-0.479, 3.020, -1.608)
C (0.820, 3.139, -2.270)
C (1.296, 1.722, -2.571)
N (1.368, 0.965, -1.324)
C (1.484, -0.484, -1.545)
C (0.245, -1.291, -2.069)
O (-0.894, -1.237, -1.195)
C (-2.155, -1.695, -1.618)
H (-0.508, 4.068, 0.135)
H (-1.772, 4.632, -0.953)
H (-0.102, 4.981, -1.259)
H (1.613, 3.494, -1.612)
H (0.830, 3.876, -3.074)
H (2.328, 1.755, -2.920)
H (0.618, 1.248, -3.281)
H (0.409, 1.095, -1.037)
H (1.788, -1.027, -0.650)
H (2.235, -0.708, -2.303)
H (0.391, -2.358, -2.239)
H (-0.011, -0.930, -3.066)
H (-2.471, -1.230, -2.552)
H (-2.900, -1.552, -0.835)
H (-2.035, -2.755, -1.846)
C (-2.494, -5.832, -0.977)
O (-2.495, -6.807, 0.028)
C (-3.229, -6.402, 1.204)
C (-2.987, -7.525, 2.266)
N (-1.637, -7.510, 2.732)
C (-1.484, -8.490, 3.793)
C (-1.375, -9.972, 3.340)
O (-0.408, -10.135, 2.337)
C (-0.215, -11.514, 1.916)
H (-1.948, -6.108, -1.880)
H (-2.059, -4.886, -0.655)
H (-3.505, -5.677, -1.354)
H (-4.293, -6.316, 0.985)
H (-3.057, -5.383, 1.550)
H (-3.200, -8.476, 1.778)
H (-3.606, -7.366, 3.149)
H (-0.891, -7.758, 2.098)
H (-2.132, -8.426, 4.667)
H (-0.539, -8.238, 4.274)
H (-2.341, -10.343, 2.996)
H (-1.231, -10.583, 4.231)
H (0.014, -12.201, 2.731)
H (0.566, -11.409, 1.163)
H (-1.098, -11.831, 1.362)
O (-1.727, 0.282, 1.243)
C (-0.964, 1.192, 1.934)
C (-1.848, 2.078, 2.914)
O (-2.695, 3.015, 2.290)
H (-1.217, -0.004, 0.482)
H (-0.334, 0.551, 2.550)
H (-0.487, 1.843, 1.202)
H (-1.187, 2.517, 3.661)
H (-2.462, 1.359, 3.456)
H (-3.252, 2.652, 1.597)
O (-3.796, 2.173, -0.192)
C (-4.068, 1.930, -1.599)
C (-5.574, 1.680, -1.936)
O (-6.327, 2.896, -1.827)
H (-2.934, 1.772, -0.061)
H (-3.744, 2.747, -2.244)
H (-3.460, 1.065, -1.862)
H (-5.907, 1.165, -1.035)
H (-5.591, 0.982, -2.774)
H (-6.066, 3.299, -0.996)
O (4.243, 0.395, -4.806)
C (4.835, 1.383, -5.511)
C (4.802, 2.658, -4.749)
O (3.466, 3.066, -4.536)
H (3.517, 0.772, -4.303)
H (5.790, 1.171, -5.993)
H (4.233, 1.370, -6.420)
H (5.387, 3.321, -5.387)
H (5.422, 2.667, -3.852)
H (3.412, 3.998, -4.311)
O (2.011, 6.605, -1.793)
C (3.458, 6.365, -1.602)
C (4.122, 6.426, -3.067)
O (3.303, 5.694, -3.959)
H (1.917, 7.542, -1.978)
H (3.887, 7.071, -0.890)
H (3.636, 5.396, -1.137)
H (5.104, 5.955, -3.080)
H (4.228, 7.492, -3.269)
H (2.424, 5.942, -3.665)
O (2.666, 0.685, 4.511)
C (2.154, 1.731, 3.775)
C (2.420, 1.468, 2.245)
O (2.252, 2.642, 1.546)
H (3.602, 0.885, 4.585)
H (1.070, 1.846, 3.795)
H (2.461, 2.707, 4.152)
H (1.743, 0.668, 1.945)
H (3.492, 1.279, 2.184)
H (1.944, 2.569, 0.639)
O (3.263, -2.250, 1.838)
C (4.330, -2.561, 1.044)
C (5.708, -2.029, 1.525)
O (5.898, -0.701, 1.188)
H (3.562, -1.732, 2.589)
H (4.396, -3.645, 0.946)
H (4.135, -2.148, 0.054)
H (6.383, -2.594, 0.881)
H (5.891, -2.177, 2.589)
H (6.634, -0.383, 1.716)
O (-3.612, 5.350, 1.047)
C (-5.009, 5.742, 1.451)
C (-4.887, 6.180, 2.949)
O (-3.982, 7.246, 3.172)
H (-3.264, 4.633, 1.582)
H (-5.268, 6.669, 0.939)
H (-5.690, 4.905, 1.298)
H (-4.558, 5.420, 3.657)
H (-5.877, 6.490, 3.284)
H (-3.094, 6.888, 3.246)

Results
* E_LUMO: 0.4 eV
* spin multiplicity: 1
* strongest force on any atom: 4.20 eV Å⁻¹
* molecular weight: 700.86 g mol⁻¹
* highest occupied orbital energy: -8.50 eV
* SMILES: COCCNCCOC.COCCNCCOC.OCCO.OCCO.OCCO.OCCO.OCCO.OCCO.OCCO

Atomic partial charges in e from the Löwdin method, atoms 1 to 99: number 1, C, carries -0.109; number 2, O, carries -0.189; number 3, C, carries -0.172; number 4, C, carries -0.200; number 5, N, carries -0.031; number 6, C, carries -0.158; number 7, C, carries -0.171; number 8, O, carries -0.231; number 9, C, carries -0.096; number 10, H, carries 0.086; number 11, H, carries 0.086; number 12, H, carries 0.067; number 13, H, carries 0.109; number 14, H, carries 0.124; number 15, H, carries 0.096; number 16, H, carries 0.122; number 17, H, carries 0.073; number 18, H, carries 0.105; number 19, H, carries 0.115; number 20, H, carries 0.122; number 21, H, carries 0.107; number 22, H, carries 0.084; number 23, H, carries 0.098; number 24, H, carries 0.072; number 25, C, carries -0.137; number 26, O, carries -0.183; number 27, C, carries -0.188; number 28, C, carries -0.208; number 29, N, carries -0.064; number 30, C, carries -0.213; number 31, C, carries -0.252; number 32, O, carries -0.195; number 33, C, carries -0.072; number 34, H, carries 0.086; number 35, H, carries 0.073; number 36, H, carries 0.085; number 37, H, carries 0.108; number 38, H, carries 0.116; number 39, H, carries 0.114; number 40, H, carries 0.121; number 41, H, carries 0.110; number 42, H, carries 0.116; number 43, H, carries 0.110; number 44, H, carries 0.107; number 45, H, carries 0.113; number 46, H, carries 0.086; number 47, H, carries 0.086; number 48, H, carries 0.082; number 49, O, carries -0.056; number 50, C, carries -0.245; number 51, C, carries -0.179; number 52, O, carries -0.076; number 53, H, carries 0.054; number 54, H, carries 0.114; number 55, H, carries 0.107; number 56, H, carries 0.111; number 57, H, carries 0.119; number 58, H, carries 0.051; number 59, O, carries -0.090; number 60, C, carries -0.193; number 61, C, carries -0.209; number 62, O, carries -0.065; number 63, H, carries 0.048; number 64, H, carries 0.118; number 65, H, carries 0.101; number 66, H, carries 0.110; number 67, H, carries 0.121; number 68, H, carries 0.071; number 69, O, carries -0.040; number 70, C, carries -0.310; number 71, C, carries -0.253; number 72, O, carries -0.066; number 73, H, carries 0.059; number 74, H, carries 0.125; number 75, H, carries 0.121; number 76, H, carries 0.116; number 77, H, carries 0.124; number 78, H, carries 0.029; number 79, O, carries -0.094; number 80, C, carries -0.151; number 81, C, carries -0.193; number 82, O, carries -0.080; number 83, H, carries 0.089; number 84, H, carries 0.110; number 85, H, carries 0.109; number 86, H, carries 0.119; number 87, H, carries 0.110; number 88, H, carries 0.075; number 89, O, carries -0.043; number 90, C, carries -0.264; number 91, C, carries -0.256; number 92, O, carries -0.068; number 93, H, carries 0.091; number 94, H, carries 0.089; number 95, H, carries 0.122; number 96, H, carries 0.103; number 97, H, carries 0.112; number 98, H, carries 0.053; number 99, O, carries -0.050